## i
The following is a quantum chemistry calculation of 2 unconnected molecules or ions with the total composition C2H2FNO2, from the Open Molecules 2025 dataset.

Computed properties:
<S²>: 2.012
Multiplicity: 3
Lowest unoccupied orbital energy (spin up / spin down) (eV): 0.21 / -1.94
HOMO energy (spin up / spin down) (eV): -8.196 / -10.611

```
8
Properties=species:S:1:pos:R:3:lowdin_spin:R:1
C -1.194 0.506 -0.079 0.104
C -0.093 0.814 -0.605 0.619
N 1.303 -0.940 0.559 0.475
O 2.329 -1.205 0.021 0.303
O 0.570 -1.458 1.333 0.276
F 0.559 1.428 -1.569 0.161
H -2.188 1.081 -0.283 0.049
H -1.287 -0.227 0.622 0.013
```



## ii
The following is a quantum chemistry calculation of a single C2H2FNO2 molecule, from the Open Molecules 2025 dataset.

Computed properties:
<S²>: 2.008
Multiplicity: 3
Lowest unoccupied orbital energy (spin up / spin down) (eV): 0.68 / -3.06
HOMO energy (spin up / spin down) (eV): -8.184 / -11.255

```
8
Properties=species:S:1:pos:R:3:lowdin_spin:R:1
C 0.256 0.084 -0.181 0.810
C 1.711 0.523 0.049 0.631
N 2.716 -0.514 0.000 0.090
O 2.276 -1.621 0.115 0.125
O 3.863 -0.170 -0.154 0.126
F 2.037 1.834 0.091 0.137
H -0.237 1.083 -0.214 0.039
H -0.069 -0.961 -0.270 0.042
```



The most stable of them is ii.